Molecular formula: C4H9N
Method: DFT, ωB97M-V with the def2-TZVPD basis set

The value obtained for the frontier orbital gap is 10.083 eV. The SMILES is CN1CCC1.

```
14
Properties=species:S:1:pos:R:3:forces:R:3:mulliken_charge:R:1
C 1.309776 0.422924 -1.231210 -1.7 2.8 0.0 -0.765
C 0.421857 -0.073978 1.021933 -2.2 -1.2 0.0 -0.566
C -1.113932 -0.560204 1.053536 1.5 0.0 0.2 -0.605
C -1.047725 -0.218982 -0.426216 -0.5 2.0 1.3 -0.453
H 0.930720 0.468473 -2.290725 0.6 0.1 0.9 0.292
H 1.310011 1.576368 -0.755707 0.0 -2.6 -1.4 0.237
H 2.345251 0.092746 -1.211318 -0.1 -0.3 0.1 0.241
H 0.482949 1.024892 1.159868 0.2 -0.5 0.1 0.316
H 0.982457 -0.667487 1.759199 0.7 0.4 -0.8 0.300
H -1.115013 -1.666671 1.136509 -0.2 0.7 0.5 0.263
H -1.820485 -0.017445 1.717974 0.4 -0.6 -0.6 0.293
H -1.415065 0.820744 -0.438683 0.4 0.2 -0.7 0.274
H -1.655838 -0.795131 -1.026430 -1.0 -1.3 -1.8 0.381
N 0.385037 -0.406249 -0.468729 1.9 0.3 2.1 -0.207
```
Forces are in eV/Å.

Molecular formula: C4H9N
Method: DFT, ωB97M-V with the def2-TZVPD basis set

The value obtained for the frontier orbital gap is 10.677 eV. The SMILES is C=CC.C=N.

```
14
Properties=species:S:1:pos:R:3:forces:R:3:mulliken_charge:R:1
C -2.448124 1.032898 -0.955974 -2.4 -0.4 0.5 -0.211
N -2.395020 0.390817 0.137800 1.6 1.0 0.2 -0.534
H -3.077940 1.929970 -0.920814 0.2 0.0 -0.2 0.256
H -2.329654 0.623934 -1.959020 1.2 0.1 -0.1 0.228
H -1.698774 -0.356279 0.129613 -0.7 -0.6 -0.4 0.293
C 1.276416 0.569669 0.909443 -1.4 -0.2 -0.8 -1.036
C 1.822384 -0.753388 0.431063 0.0 0.7 1.1 0.117
C 1.173710 -1.557330 -0.407103 0.4 0.9 0.4 -0.572
H 0.601633 0.305731 1.730865 0.3 0.6 0.4 0.281
H 0.633436 1.046550 0.161260 0.0 -0.2 0.0 0.257
H 2.024006 1.326379 1.142461 0.1 -0.4 0.4 0.327
H 2.657002 -0.931356 1.104603 0.7 -1.0 -1.0 0.279
H 1.579280 -2.446212 -0.864166 -0.2 -0.3 0.3 0.296
H 0.181645 -1.181379 -0.640032 0.1 -0.3 -0.8 0.017
```
Forces are in eV/Å.

Molecular formula: C4H9N
Method: DFT, ωB97M-V with the def2-TZVPD basis set

The value obtained for the frontier orbital gap is 10.369 eV. The SMILES is C/C=C/CN.

```
14
Properties=species:S:1:pos:R:3:forces:R:3:mulliken_charge:R:1
C 2.256462 -0.477200 -0.677683 3.1 0.8 -0.3 -0.946
C 0.811115 -0.303367 -0.791128 -2.0 0.4 0.6 -0.018
C 0.037004 0.254449 0.156653 -0.9 1.1 -0.3 -0.202
C -1.532755 0.420175 0.039974 -0.2 -1.3 0.6 -0.570
H 2.630294 -0.178127 0.386217 -0.6 -0.4 -2.0 0.255
H 2.592746 -1.554927 -0.852172 -0.5 1.4 0.1 0.264
H 2.813479 0.214071 -1.514213 -1.1 -1.7 2.1 0.223
H 0.301653 -0.608446 -1.715376 0.3 -0.3 0.3 0.303
H 0.521495 0.813206 0.987974 -0.4 -0.8 -0.3 0.191
H -1.883612 1.361655 -0.404518 0.5 -0.2 -0.1 0.316
H -1.910739 -0.452012 -0.570317 0.5 1.2 0.1 0.308
H -2.178735 0.930556 2.012126 0.4 0.4 0.3 0.211
H -2.099422 -0.675786 1.644001 -0.3 0.6 0.3 0.240
N -2.358985 0.255753 1.298462 1.0 -1.3 -1.3 -0.575
```
Forces are in eV/Å.

Molecular formula: C4H9N
Method: DFT, ωB97M-V with the def2-TZVPD basis set

The value obtained for the frontier orbital gap is 9.260 eV. The SMILES is C/C=C\NC.

```
14
Properties=species:S:1:pos:R:3:forces:R:3:mulliken_charge:R:1
C -2.108680 -0.077510 -0.238299 -0.2 0.1 -0.1 -0.902
C 1.849316 -0.738166 0.279030 -0.1 0.1 0.0 -1.040
N -0.986930 0.339797 0.579137 0.2 -0.4 0.5 -0.370
C 0.046019 0.982310 -0.104350 0.1 0.1 -0.2 -0.130
C 1.306145 0.568533 -0.208737 0.0 0.0 0.0 -0.211
H -0.635594 -0.442056 1.123409 -0.1 0.2 -0.1 0.264
H -0.269191 1.911699 -0.565891 0.1 0.1 -0.1 0.352
H 2.023310 1.207185 -0.703147 0.0 0.2 -0.1 0.329
H -1.845087 -0.863015 -0.956414 0.0 0.0 -0.1 0.281
H -2.477888 0.786996 -0.794640 -0.1 -0.1 0.0 0.307
H -2.904896 -0.443061 0.408411 -0.1 0.0 -0.1 0.326
H 2.685668 -0.581678 0.956367 0.1 -0.1 0.1 0.261
H 2.217893 -1.314299 -0.568404 0.1 -0.1 0.0 0.262
H 1.099915 -1.336735 0.793525 0.0 -0.1 0.0 0.271
```
Forces are in eV/Å.

Molecular formula: C4H9N
Method: DFT, ωB97M-V with the def2-TZVPD basis set

The value obtained for the frontier orbital gap is 10.159 eV. The SMILES is C=C(C)CN.

```
14
Properties=species:S:1:pos:R:3:forces:R:3:mulliken_charge:R:1
C -1.193196 -1.284969 -0.148992 -0.8 -1.6 0.5 -1.090
C -0.068166 -0.229910 -0.406589 -1.6 -0.5 -1.4 0.627
C 0.764719 -0.197933 -1.455041 0.4 0.9 0.7 -0.966
C -0.135093 0.814947 0.659374 -0.5 -0.1 0.1 -0.426
H -2.199324 -0.778679 0.284744 2.5 -1.1 -0.9 0.240
H -1.560526 -2.079520 -0.971724 1.2 2.2 1.4 0.297
H -0.727462 -1.953589 0.678532 -1.2 1.0 -1.0 0.262
H 1.498897 0.579292 -1.741106 -0.6 -0.2 1.0 0.305
H 0.845862 -0.983457 -2.142056 -0.5 -1.3 -0.9 0.329
H -0.967753 1.563867 0.409686 1.2 -0.9 0.4 0.281
H -0.454478 0.220881 1.570632 0.3 1.0 -0.5 0.308
H 1.138958 2.107680 1.580785 0.3 -0.7 -1.0 0.237
H 1.891076 0.751372 0.928603 -0.6 0.7 -0.1 0.229
N 1.166486 1.470017 0.753153 0.0 0.6 1.5 -0.634
```
Forces are in eV/Å.

Molecular formula: C4H9N
Method: DFT, ωB97M-V with the def2-TZVPD basis set

The value obtained for the frontier orbital gap is 9.279 eV.

```
14
Properties=species:S:1:pos:R:3:forces:R:3:mulliken_charge:R:1
C 1.747977 -0.021031 -0.108641 4.0 -1.3 4.3 -0.832
C -0.534957 -0.962492 0.050276 3.5 0.6 3.2 -0.514
C -1.633683 -0.045049 -0.222590 -1.0 2.9 3.5 -0.588
C -0.492644 1.078017 0.032117 0.2 0.4 -1.6 -0.550
H 2.253959 0.880353 -0.384352 0.5 0.8 0.5 0.316
H 1.951887 -0.459145 1.063190 0.0 1.6 -1.9 0.221
H 2.242634 -0.784134 -0.636746 0.5 -1.2 -1.1 0.255
H -0.301692 -1.019157 1.240360 -0.8 -1.1 -2.3 0.315
H -0.458871 -1.790228 -0.589349 0.0 -1.9 0.0 0.328
H -2.074407 -0.320693 -1.134963 -0.4 0.9 -1.6 0.294
H -2.435853 0.106742 0.570667 0.8 -0.7 -1.0 0.228
H -0.363324 1.331699 1.120846 -0.6 0.1 -0.7 0.285
H -0.368652 1.947636 -0.659160 -0.6 -0.2 0.9 0.300
N 0.467630 0.057476 -0.341655 -6.2 -0.8 -2.2 -0.057
```
Forces are in eV/Å.

Molecular formula: C4H9N
Method: DFT, ωB97M-V with the def2-TZVPD basis set

The value obtained for the frontier orbital gap is 9.907 eV. The SMILES is C1CCNC1.

```
14
Properties=species:S:1:pos:R:3:forces:R:3:mulliken_charge:R:1
C 0.337317 0.490763 -1.152939 0.6 -0.3 -0.8 -0.498
N 0.476228 1.309626 0.048705 0.0 0.0 0.1 -0.453
C -0.134372 0.579478 1.184178 0.2 0.0 -0.1 -0.515
C -0.741327 -0.708466 0.599582 -0.1 0.7 0.0 -0.529
C 0.057099 -0.927817 -0.685084 -0.2 -0.9 0.2 -0.568
H -0.441562 0.858361 -1.823239 -0.3 0.0 0.3 0.240
H 1.242458 0.523584 -1.778745 -0.1 0.1 0.3 0.288
H 1.460003 1.440451 0.231084 0.0 0.1 0.0 0.299
H 0.649758 0.318118 1.906355 -0.2 0.1 0.0 0.256
H -0.881113 1.202250 1.689330 0.1 -0.1 0.0 0.267
H -1.783456 -0.531038 0.328209 -0.1 0.0 0.1 0.251
H -0.709449 -1.490672 1.348065 0.0 -0.4 -0.1 0.338
H 0.959929 -1.516554 -0.505837 0.3 0.4 0.2 0.268
H -0.491519 -1.548082 -1.389667 -0.2 0.2 -0.3 0.357
```
Forces are in eV/Å.

Molecular formula: C4H9N
Method: DFT, ωB97M-V with the def2-TZVPD basis set

The value obtained for the frontier orbital gap is 9.724 eV. The SMILES is C/C=C(/C)N.

```
14
Properties=species:S:1:pos:R:3:forces:R:3:mulliken_charge:R:1
C 1.166766 -1.479018 -0.827231 0.3 -0.3 -0.5 -1.037
N 0.265646 1.415912 -0.542093 -0.5 0.9 -1.4 -0.404
C -0.262878 0.336196 0.190477 -0.2 -0.1 0.0 0.309
C 0.021755 -0.951570 -0.038816 0.5 1.1 1.3 -0.169
C -1.324572 0.796317 1.179768 0.0 -1.0 0.0 -1.093
H 1.842612 -0.739542 -1.264660 -0.4 0.3 0.2 0.314
H 0.865196 -2.117959 -1.664199 -0.1 -0.1 0.2 0.273
H 1.772782 -2.071733 -0.144155 0.1 -0.3 -0.1 0.280
H 1.128895 1.897162 -0.603530 1.2 -0.7 0.9 0.181
H -0.281610 1.827476 -1.273818 -0.8 -0.3 0.0 0.155
H -0.403822 -1.591550 0.730094 -0.2 -0.4 -0.4 0.258
H -2.264566 0.913115 0.628014 0.1 0.7 0.1 0.280
H -1.588958 0.076667 1.965459 0.4 -0.1 -0.2 0.342
H -0.937248 1.688523 1.664696 -0.5 0.3 -0.1 0.313
```
Forces are in eV/Å.

Molecular formula: C4H9N
Method: DFT, ωB97M-V with the def2-TZVPD basis set

The value obtained for the frontier orbital gap is 9.509 eV. The SMILES is C=CN.C=C.

```
14
Properties=species:S:1:pos:R:3:forces:R:3:mulliken_charge:R:1
C 1.210148 -2.432989 -0.730384 -2.1 2.8 0.0 -0.476
C 0.011216 -1.774100 -0.457998 1.8 -1.6 0.2 -0.239
H 1.386287 -3.458330 -0.439986 -0.2 -0.2 -0.6 0.255
H 2.030081 -1.856095 -1.247341 -0.7 -0.7 1.1 0.209
H -0.916366 -2.321092 -0.188653 0.9 0.1 0.2 0.231
H -0.095510 -0.684366 -0.346835 0.2 -0.6 -1.0 0.022
C -1.189456 1.108931 1.354675 0.6 1.2 -1.4 -0.700
C -0.720546 1.746841 0.226246 -0.5 -0.2 1.5 0.000
N 0.476959 1.609464 -0.490555 -1.7 -0.8 1.0 -0.431
H -0.585029 0.388256 1.929514 -0.5 0.3 -0.4 0.284
H -2.179884 1.444755 1.742914 1.1 -0.5 -0.3 0.213
H -1.317991 2.554490 -0.192862 -0.3 -0.4 0.0 0.230
H 1.282657 1.384274 0.023019 1.0 -0.4 0.6 0.195
H 0.607434 2.289965 -1.181757 0.3 0.9 -0.8 0.208
```
Forces are in eV/Å.

Molecular formula: C4H9N
Method: DFT, ωB97M-V with the def2-TZVPD basis set

The value obtained for the frontier orbital gap is 8.847 eV.

```
14
Properties=species:S:1:pos:R:3:forces:R:3:mulliken_charge:R:1
C 0.683063 0.904901 1.248809 0.0 0.0 0.0 -1.078
C 0.967209 0.271273 -0.083835 -0.3 -0.2 -0.2 -0.233
C 0.785374 -1.122034 -0.300653 0.2 0.2 0.1 -0.816
H 1.623298 0.816154 -0.755726 0.0 0.0 0.0 0.412
H 1.502074 0.725954 1.955848 -0.1 0.0 -0.1 0.322
H -0.224856 0.488205 1.694731 0.0 0.0 0.0 0.316
H 0.550086 1.985083 1.166199 0.0 -0.1 0.0 0.326
H 0.614782 -1.738577 0.580725 0.0 0.0 0.0 0.302
H 1.430388 -1.600258 -1.034449 0.0 0.0 0.0 0.338
C -1.392288 -0.048913 -1.125890 -0.2 -0.2 0.2 0.091
N -2.512604 0.266348 -0.758326 0.2 0.0 -0.1 -0.471
H -3.265836 -0.414547 -0.764351 0.1 0.0 0.0 0.286
H -0.362339 -1.163798 -0.888460 -0.1 0.0 -0.1 0.128
H -0.398351 0.630210 -0.934623 0.3 0.1 0.1 0.077
```
Forces are in eV/Å.

Molecular formula: C4H9N
Method: DFT, ωB97M-V with the def2-TZVPD basis set

The value obtained for the frontier orbital gap (alpha / beta) is 11.028 / 9.085 eV. The spin multiplicity is 2. The total charge is +1. As for the expectation value of S²: 0.760.

```
14
Properties=species:S:1:pos:R:3:forces:R:3:mulliken_charge:R:1
C 0.403537 -0.726964 -1.843998 2.0 2.0 -0.5 -1.039
N 0.329158 1.373655 0.151772 0.3 -2.4 -3.5 -0.413
C -0.311267 0.155709 0.386612 3.7 3.7 1.3 0.783
C -0.330134 -0.802240 -0.600901 -2.2 -1.4 0.2 -0.065
C -0.425202 -0.067120 1.854722 0.2 -0.8 1.1 -1.285
H -0.086796 -0.419908 -2.796789 -0.1 -0.4 0.8 0.320
H 1.002599 -1.596181 -1.989958 -0.2 -1.3 -0.4 0.332
H 1.269826 -0.014071 -1.673674 -1.1 -0.3 -0.5 0.270
H 0.793590 1.523782 -0.825100 -1.7 -0.2 2.2 0.333
H 1.000169 1.642064 0.827691 0.1 0.8 1.4 0.280
H -0.941038 -1.669135 -0.286994 0.6 0.2 -0.7 0.368
H -1.084361 0.636884 2.324865 -0.3 0.7 0.1 0.388
H -0.825805 -1.018530 2.126791 -0.4 -0.8 -0.2 0.381
H 0.546110 -0.056804 2.452151 -0.8 0.4 -1.3 0.348
```
Forces are in eV/Å.

Molecular formula: C4H9N2
Method: DFT, ωB97M-V with the def2-TZVPD basis set

The value obtained for the frontier orbital gap (alpha / beta) is 5.310 / 10.468 eV. The total charge is +1.

```
15
Properties=species:S:1:pos:R:3:forces:R:3:mulliken_charge:R:1
C 0.464363 0.757403 0.402925 1.4 0.5 0.2 0.676
C -2.644998 -0.122583 -1.790725 1.0 -1.5 -0.1 -0.740
C 1.328095 1.986026 0.590812 -1.4 -1.3 -1.6 -0.755
C 0.925990 -1.814671 1.079992 0.7 1.0 -1.0 -0.588
N -0.108024 0.057633 -0.514637 -0.3 -0.2 -0.2 -0.341
N 0.198069 -0.486802 0.807176 0.0 -1.3 0.7 0.047
H -3.252140 0.606466 -2.326932 0.2 -0.1 0.4 0.316
H -3.011975 -0.615479 -0.842844 0.5 0.8 -1.3 0.288
H -1.797858 -0.621747 -2.380431 -1.5 0.8 1.1 0.280
H 2.320381 1.584812 0.762947 0.2 0.2 0.6 0.293
H 0.904847 2.622989 1.375650 0.4 0.1 -0.3 0.338
H 1.345078 2.368204 -0.463608 -0.1 0.5 1.2 0.305
H 1.075844 -2.016995 2.151858 -0.1 0.6 -0.5 0.290
H 1.894531 -1.669367 0.513626 -0.9 -0.5 0.8 0.315
H 0.357800 -2.635887 0.634191 -0.1 0.5 0.0 0.276
```
Forces are in eV/Å.

Per-record DFT total energy, Eh: -212.4832, -212.4681, -212.5084, -212.5295, -212.5006, -212.4457, -212.5477, -212.5170, -212.4769, -212.4063, -212.2308, -266.8144
Per-record energy relative to the best compared isomer or geometry (same formula, charge and spin), kcal/mol: 42.66, 52.12, 26.82, 13.59, 31.75, 66.21, 2.20, 21.44, 46.60, 90.88, 30.94, 178.75